{"formula": "C3H2O3Pb", "method": "wB97M-V/def2-TZVPD", "e_above_lowest_kcal_mol": 0.0, "homo_energy_ev": -7.54, "energy_ev": -14530.738, "species": ["O", "C", "C", "O", "O", "C", "Pb", "H", "H"], "xyz": [[1.5292, -0.7380, 0.5046], [-2.6272, 0.8035, 1.9871], [1.4405, -0.0699, -0.6665], [-1.8724, -0.0331, 2.2207], [-0.9130, -0.1074, -0.5759], [0.2401, 0.2894, -1.1813], [-0.3303, -1.1696, 1.0186], [2.3741, 0.1825, -1.1841], [0.1589, 0.8427, -2.1232]], "forces_ev_per_a": [[2.4961, 0.7198, -0.8582], [1.1477, -1.3405, 0.4238], [0.0542, 1.0706, -1.1684], [-3.5342, 3.5398, 1.3429], [-0.4074, 1.3814, -1.3765], [0.9955, -0.1221, -0.6368], [-0.3566, -5.0065, 1.5207], [-0.3577, -0.0070, 0.3420], [-0.0375, -0.2352, 0.4105]]}